#P
Molecular formula: C10H16OS
Method: DFT, the ωB97M-V functional and the def2-TZVPD basis

Summary:
Structure (SMILES): Cc1ccc(O)cc1.CCSC

The geometry in ORCA input format:
```
! wB97M-V def2-TZVPD RIJCOSX def2/J DEFGRID3
* xyz 0 1
C 0.64 -1.74 1.60
C 1.05 -3.14 1.97
C -1.32 -2.62 -0.19
S -1.14 -1.57 1.29
H 0.70 -1.06 2.45
H 1.15 -1.26 0.76
H 0.84 -3.91 1.23
H 0.54 -3.38 2.91
H -1.93 -2.19 -0.97
H -0.31 -2.93 -0.45
H -1.74 -3.56 0.16
H 2.07 -3.18 2.36
C -2.07 0.58 -2.21
C 0.14 2.57 0.13
C 1.39 1.99 -0.07
C -0.95 2.09 -0.57
C -0.84 1.06 -1.52
C 1.55 1.00 -1.03
C 0.45 0.60 -1.77
O 2.44 2.59 0.58
H 0.09 3.29 0.93
H -1.84 2.71 -0.60
H 2.47 0.43 -1.07
H 3.26 2.47 0.07
H -2.00 0.47 -3.29
H -2.89 1.27 -2.04
H 0.55 -0.10 -2.58
H -2.40 -0.36 -1.79
*
```

=====

#Q
Molecular formula: C10H16OS
Method: DFT, the ωB97M-V functional and the def2-TZVPD basis

Summary:
Structure (SMILES): CCc1ccc(O)cc1.CSC

The geometry in ORCA input format:
```
! wB97M-V def2-TZVPD RIJCOSX def2/J DEFGRID3
* xyz 0 1
C 2.35 0.01 -0.42
C 3.29 1.14 -0.88
C 1.36 0.34 0.69
C 0.85 -0.69 1.45
C 0.76 1.60 0.67
C -0.31 -0.50 2.19
C -0.32 1.82 1.52
C -0.87 0.76 2.24
O -2.02 1.06 2.92
H 1.81 -0.45 -1.25
H 3.00 -0.80 -0.08
H 4.28 1.05 -0.42
H 1.27 -1.69 1.45
H 1.02 2.45 0.06
H -0.79 -1.39 2.58
H -0.79 2.79 1.57
H -2.43 0.28 3.31
H 2.93 2.09 -0.51
H 3.48 1.14 -1.95
C -1.30 -2.04 -0.82
C -2.87 -0.40 -2.42
S -1.55 -0.29 -1.25
H -1.62 -2.21 0.20
H -1.77 -2.66 -1.58
H -0.24 -2.27 -0.91
H -2.92 0.46 -3.08
H -3.87 -0.52 -2.01
H -2.72 -1.07 -3.28
*
```

=====

#R
Molecular formula: C10H16OS
Method: DFT, the ωB97M-V functional and the def2-TZVPD basis

Summary:
Structure (SMILES): CCc1ccc(O)cc1.CSC

The geometry in ORCA input format:
```
! wB97M-V def2-TZVPD RIJCOSX def2/J DEFGRID3
* xyz 0 1
C -1.40 1.55 -0.27
C -2.68 1.57 -1.17
C -1.56 0.54 0.84
C -1.71 -0.83 0.57
C -1.19 0.90 2.22
C -1.40 -1.82 1.46
C -0.78 -0.05 3.17
C -0.78 -1.33 2.63
O -0.17 -2.31 3.35
H -0.54 1.29 -1.01
H -1.21 2.53 0.08
H -3.28 0.76 -0.90
H -1.95 -1.03 -0.39
H -1.35 1.95 2.52
H -1.67 -2.83 1.30
H -0.63 0.23 4.14
H -0.02 -3.01 2.88
H -2.51 1.65 -2.16
H -3.13 2.47 -0.93
C 1.70 0.10 -1.88
C 4.57 -0.51 -2.17
S 3.39 0.69 -1.77
H 1.61 -0.79 -2.51
H 1.37 -0.19 -0.88
H 0.88 0.83 -2.22
H 4.26 -1.59 -2.11
H 5.47 -0.33 -1.56
H 4.70 -0.43 -3.22
*
```

=====

The data favor #P; the next most stable structure lies 0.120 eV above it.

=====

#P
Molecular formula: C2H2BrO2S
Method: DFT, the ωB97M-V functional and the def2-TZVPD basis

The geometry in ORCA input format:
```
! wB97M-V def2-TZVPD RIJCOSX def2/J DEFGRID3
* xyz -1 1
C 2.63 2.06 0.32
C 2.22 0.73 0.20
O 3.30 2.89 0.89
O 2.46 1.58 -0.92
S -2.48 -0.92 0.76
Br 3.49 -0.73 0.17
H 1.14 0.27 0.30
H -1.96 -1.55 -0.40
*
```

=====

#Q
Molecular formula: C2H2BrO2S
Method: DFT, the ωB97M-V functional and the def2-TZVPD basis

The geometry in ORCA input format:
```
! wB97M-V def2-TZVPD RIJCOSX def2/J DEFGRID3
* xyz -1 1
C 1.24 0.44 0.03
C 0.43 -0.78 -0.36
O 0.47 1.31 0.68
O 2.39 0.62 -0.28
S -1.11 -1.04 0.25
Br -3.78 -0.10 0.03
H 0.68 -1.31 -1.22
H -0.33 0.85 0.87
*
```

=====

The data favor #Q; the next most stable structure lies 2.987 eV above it.

=====

#P
Molecular formula: C5H7NO3
Method: DFT, the ωB97M-V functional and the def2-TZVPD basis

Summary:
Structure (SMILES): N#C[C@]12C[C@H]1OCO2.O

The geometry in ORCA input format:
```
! wB97M-V def2-TZVPD RIJCOSX def2/J DEFGRID3
* xyz 0 1
N -1.12 0.35 1.29
C 0.02 0.22 1.05
C 1.45 0.42 1.00
C 2.39 0.16 2.15
C 2.19 1.56 1.66
O 3.04 2.08 0.69
C 3.18 1.11 -0.32
O 1.99 0.32 -0.29
H 1.93 -0.07 3.11
H 3.31 -0.39 1.93
H 1.71 2.32 2.28
H 3.27 1.60 -1.29
H 4.05 0.47 -0.12
O -1.32 -2.48 0.96
H -1.87 -1.63 1.19
H -0.60 -2.55 1.60
*
```

=====

#Q
Molecular formula: C5H7NO3
Method: DFT, the ωB97M-V functional and the def2-TZVPD basis

Summary:
Structure (SMILES): C/C=N\CC(=O)C(=O)O

The geometry in ORCA input format:
```
! wB97M-V def2-TZVPD RIJCOSX def2/J DEFGRID3
* xyz 0 1
C 0.92 1.21 0.96
C 0.49 -1.61 -0.75
C -1.38 0.75 -0.28
C -0.40 0.53 1.03
C 1.17 -0.30 -0.97
O -2.57 0.20 -0.04
N 1.59 0.54 -0.11
O -1.16 1.49 -1.19
O -0.94 0.04 2.00
H -2.55 -0.21 0.85
H 1.48 1.06 1.89
H 0.79 2.28 0.72
H 1.58 -0.16 -1.97
H -0.36 -1.69 -1.43
H 1.18 -2.42 -0.97
H 0.14 -1.70 0.28
*
```

=====

#R
Molecular formula: C5H7NO3
Method: DFT, the ωB97M-V functional and the def2-TZVPD basis

Summary:
Structure (SMILES): C[NH2+]C1=C([O-])[C@@H](O)C1=O

The geometry in ORCA input format:
```
! wB97M-V def2-TZVPD RIJCOSX def2/J DEFGRID3
* xyz 0 1
C 0.34 0.10 0.69
C -0.56 0.65 1.79
C 0.68 -1.04 1.45
C -0.20 -0.64 2.65
C -0.37 0.00 -1.72
N 0.45 0.62 -0.71
O -1.39 1.56 1.91
O 1.32 -2.03 1.18
O 0.41 -0.35 3.86
H -0.93 -1.39 2.79
H -0.79 0.63 -2.46
H 0.03 -0.86 -2.18
H -1.10 -0.61 -1.07
H 0.16 1.70 -0.50
H 1.54 0.68 -0.96
H -0.34 -0.07 4.42
*
```

=====

The data favor #Q; the next most stable structure lies 0.779 eV above it.

=====

#P
Molecular formula: C5H7NO3
Method: DFT, the ωB97M-V functional and the def2-TZVPD basis

Summary:
Structure (SMILES): [H]/N=C(C(=O)O)/C(O)=C\C

The geometry in ORCA input format:
```
! wB97M-V def2-TZVPD RIJCOSX def2/J DEFGRID3
* xyz 0 1
C 0.15 1.84 0.12
C 1.25 -0.69 -0.26
C -1.19 -0.18 0.53
C -0.49 -0.88 -0.53
C -0.87 1.10 0.83
O 1.87 -1.10 -1.40
O -2.00 -0.98 1.27
N -0.92 -1.45 -1.55
O 1.70 -0.94 0.83
H 2.72 -1.52 -1.16
H -2.24 -0.52 2.09
H -0.20 -1.93 -2.08
H -1.33 1.57 1.70
H 0.86 2.39 0.74
H -0.20 2.38 -0.76
H 0.90 0.92 -0.39
*
```

=====

#Q
Molecular formula: C5H7NO3
Method: DFT, the ωB97M-V functional and the def2-TZVPD basis

The geometry in ORCA input format:
```
! wB97M-V def2-TZVPD RIJCOSX def2/J DEFGRID3
* xyz 0 1
C -0.75 1.26 -0.09
C -0.72 -0.89 -0.43
C 0.58 0.49 -0.57
C -2.85 0.09 0.48
C 2.77 -0.17 0.08
N -1.51 0.10 0.06
O -1.03 2.39 0.19
O -0.84 -2.07 -0.59
O 1.58 0.58 0.35
H 0.94 0.55 -1.57
H -2.96 0.52 1.59
H -3.41 0.91 -0.19
H -3.18 -1.01 0.56
H 2.73 -0.47 -1.01
H 2.70 -1.05 0.71
H 3.56 0.39 0.34
*
```

=====

#R
Molecular formula: C5H7NO3
Method: DFT, the ωB97M-V functional and the def2-TZVPD basis

Summary:
Structure (SMILES): C=C(O)C(=O)/C(C)=N/O

The geometry in ORCA input format:
```
! wB97M-V def2-TZVPD RIJCOSX def2/J DEFGRID3
* xyz 0 1
C -1.52 -0.64 0.92
C -0.56 0.82 -0.90
C 0.80 1.18 0.03
C -0.64 -0.52 -0.29
C 2.02 1.18 -0.50
O -0.35 -2.75 -0.39
O 0.42 1.71 1.22
N -0.16 -1.48 -1.00
O -0.95 1.42 -1.83
H -0.02 -3.36 -1.05
H 1.17 2.14 1.65
H -1.10 -1.40 1.58
H -2.51 -0.97 0.61
H -1.63 0.31 1.44
H 2.16 0.72 -1.47
H 2.86 1.66 -0.02
*
```

=====

The data favor #Q; the next most stable structure lies 0.403 eV above it.

=====

#P
Molecular formula: C3H5ClO
Method: DFT, the ωB97M-V functional and the def2-TZVPD basis

Summary:
Structure (SMILES): CO/C=C/Cl

The geometry in ORCA input format:
```
! wB97M-V def2-TZVPD RIJCOSX def2/J DEFGRID3
* xyz 0 1
C 1.18 0.65 1.00
C -0.28 -0.53 -0.51
C -1.57 -0.62 -0.88
H 2.09 0.14 0.59
H 1.22 0.77 2.11
H 1.03 1.60 0.59
H 0.63 -0.55 -1.10
H -2.30 -0.58 -0.09
O 0.09 -0.17 0.79
Cl -2.09 -0.69 -2.51
*
```

=====

#Q
Molecular formula: C3H5ClO
Method: DFT, the ωB97M-V functional and the def2-TZVPD basis

The geometry in ORCA input format:
```
! wB97M-V def2-TZVPD RIJCOSX def2/J DEFGRID3
* xyz 0 1
C -0.45 -0.39 -0.51
C -0.34 -0.04 0.75
C 3.45 -0.14 -0.74
O 2.44 -0.75 -1.27
Cl 3.11 0.52 0.78
H -0.10 0.50 -1.12
H -0.50 -1.41 -1.03
H -0.59 -0.82 1.55
H -0.04 0.95 1.04
H 1.61 -0.64 -0.66
*
```

=====

#R
Molecular formula: C3H5ClO
Method: DFT, the ωB97M-V functional and the def2-TZVPD basis

Summary:
Structure (SMILES): O=C1CC1.Cl

The geometry in ORCA input format:
```
! wB97M-V def2-TZVPD RIJCOSX def2/J DEFGRID3
* xyz 0 1
C -1.48 0.69 -0.01
C -0.96 -0.84 -0.02
C -0.05 0.34 -0.06
O 1.04 0.80 -0.01
Cl 4.60 -0.08 0.05
H -2.05 1.05 -0.91
H -1.92 1.06 0.95
H -1.25 -1.30 0.90
H -1.37 -1.21 -1.02
H 3.46 -0.49 0.13
*
```

=====

The data favor #P; the next most stable structure lies 0.535 eV above it.

=====

#P
Molecular formula: C18H23F2N5O3S
Method: DFT, the ωB97M-V functional and the def2-TZVPD basis

Summary:
Structure (SMILES): [H]/N=c1\[nH]c(/C(=N/OC)C(=O)N[C@]23C[C@H]2CN(C(=O)CCC2CC(F)(F)C2)C3)cs1

The geometry in ORCA input format:
```
! wB97M-V def2-TZVPD RIJCOSX def2/J DEFGRID3
* xyz 0 1
C -4.78 1.77 -2.49
O -3.56 1.05 -2.42
N -3.76 -0.23 -2.90
C -2.69 -0.93 -2.95
C -1.29 -0.46 -2.59
O -0.35 -0.68 -3.33
N -1.19 0.20 -1.41
C 0.06 0.71 -0.96
C 0.16 2.15 -0.53
C 0.85 1.70 -1.77
C 2.31 1.30 -1.64
N 2.33 0.42 -0.47
C 3.20 0.70 0.56
O 4.07 1.55 0.46
C 3.05 -0.10 1.84
C 2.29 0.70 2.89
C 2.28 0.01 4.25
C 3.64 0.09 4.99
C 3.03 1.15 5.90
F 3.21 0.98 7.23
F 3.46 2.41 5.62
C 1.63 0.86 5.37
C 1.05 -0.25 -0.33
C -2.85 -2.31 -3.39
C -1.89 -3.23 -3.57
S -2.56 -4.75 -4.08
C -4.21 -4.10 -4.05
N -5.21 -4.82 -4.35
N -4.13 -2.78 -3.65
H -4.57 2.76 -2.09
H -5.12 1.86 -3.53
H -5.55 1.28 -1.89
H -2.03 0.42 -0.90
H -0.73 2.75 -0.64
H 0.76 2.38 0.35
H 0.49 2.01 -2.74
H 2.61 0.75 -2.54
H 2.99 2.13 -1.48
H 2.58 -1.07 1.68
H 4.07 -0.28 2.18
H 2.75 1.69 2.99
H 1.26 0.86 2.57
H 1.87 -0.99 4.15
H 3.89 -0.81 5.56
H 4.51 0.41 4.42
H 1.05 1.73 5.07
H 1.06 0.28 6.09
H 0.82 -0.47 0.71
H 1.03 -1.19 -0.90
H -0.83 -3.08 -3.47
H -6.09 -4.30 -4.28
H -4.94 -2.19 -3.57
*
```

=====

#Q
Molecular formula: C18H23F2N5O3S
Method: DFT, the ωB97M-V functional and the def2-TZVPD basis

Summary:
Structure (SMILES): [H]/N=c1\[nH]c(/C(=N/OC)C(=O)N[C@]23C[C@H]2CN(C(=O)CCC2CC(F)(F)C2)C3)cs1

The geometry in ORCA input format:
```
! wB97M-V def2-TZVPD RIJCOSX def2/J DEFGRID3
* xyz 0 1
C -5.11 1.06 -3.06
O -3.99 0.36 -2.54
N -4.26 -0.98 -2.65
C -3.26 -1.71 -2.32
C -1.94 -1.17 -1.85
O -0.89 -1.50 -2.38
N -2.00 -0.36 -0.77
C -0.85 0.20 -0.13
C -0.73 1.69 0.02
C 0.17 0.95 -0.92
C 1.52 0.50 -0.41
N 1.24 -0.11 0.89
C 2.25 -0.88 1.45
O 2.35 -2.08 1.25
C 3.40 -0.15 2.12
C 3.05 1.20 2.73
C 4.27 1.90 3.32
C 5.24 2.47 2.25
C 4.64 3.86 2.48
F 5.54 4.87 2.66
F 3.77 4.26 1.51
C 3.96 3.36 3.76
C -0.10 -0.68 0.84
C -3.41 -3.15 -2.39
C -2.48 -4.08 -2.11
S -3.11 -5.70 -2.33
C -4.71 -5.07 -2.82
N -5.69 -5.80 -3.13
N -4.62 -3.70 -2.78
H -4.90 2.12 -2.96
H -5.26 0.84 -4.12
H -6.02 0.83 -2.50
H -2.91 -0.12 -0.41
H -1.51 2.31 -0.40
H -0.35 2.08 0.96
H 0.06 0.99 -1.99
H 1.92 -0.25 -1.10
H 2.27 1.30 -0.36
H 3.80 -0.82 2.88
H 4.18 -0.05 1.36
H 2.60 1.85 1.97
H 2.30 1.07 3.51
H 4.72 1.29 4.10
H 6.29 2.42 2.55
H 5.15 2.06 1.24
H 2.90 3.61 3.89
H 4.49 3.67 4.65
H -0.55 -0.74 1.84
H -0.07 -1.71 0.45
H -1.46 -3.93 -1.81
H -6.52 -5.27 -3.39
H -5.40 -3.12 -3.04
*
```

=====

The data favor #P; the next most stable structure lies 0.725 eV above it.